1.
Formula: C19H28N2O3
Source: the OMol25 dataset
Level of theory: ωB97M-V/def2-TZVPD

The geometry in XYZ format:
```
52
Properties=species:S:1:pos:R:3
C 0.8801 -4.6732 -1.5284
C -0.3193 -4.7967 -2.4643
O -0.5476 -3.6238 -3.2185
C -1.1539 -2.5502 -2.6424
C -1.6480 -2.4934 -1.3426
C -2.2639 -1.3411 -0.8872
C -2.4036 -0.2270 -1.7022
C -3.0219 1.0295 -1.1479
N -2.0683 1.7239 -0.2900
C -1.0047 2.4012 -0.9889
C -2.1497 1.5295 1.0406
O -3.0656 0.9130 1.5583
C -1.0187 2.0862 1.9074
N 0.2230 1.3961 1.6379
C 1.3481 2.0349 1.2531
O 1.3693 3.2413 1.0916
C 2.5722 1.1700 0.9583
C 3.8235 1.9049 1.4560
C 3.8828 1.8939 2.9805
C 3.8789 0.4641 3.5117
C 2.6286 -0.2709 3.0380
C 2.5586 -0.2559 1.5122
C -1.9045 -0.2863 -2.9981
C -1.2913 -1.4298 -3.4643
H 1.7692 -4.4212 -2.1009
H 0.7177 -3.8948 -0.7867
H 1.0443 -5.6182 -1.0179
H -0.1222 -5.5667 -3.2156
H -1.2211 -5.0820 -1.9087
H -1.5708 -3.3381 -0.6761
H -2.6465 -1.3053 0.1222
H -3.8881 0.7850 -0.5289
H -3.3250 1.7036 -1.9530
H -0.4436 3.0627 -0.3368
H -1.4389 3.0006 -1.7915
H -0.3142 1.6792 -1.4365
H -1.3159 1.9307 2.9505
H -0.8526 3.1529 1.7415
H 0.2106 0.3967 1.7499
H 2.6176 1.1202 -0.1384
H 3.7941 2.9335 1.0951
H 4.7136 1.4201 1.0493
H 3.0196 2.4339 3.3751
H 4.7830 2.4127 3.3152
H 3.9145 0.4703 4.6029
H 4.7674 -0.0596 3.1507
H 1.7492 0.2169 3.4633
H 2.6444 -1.3036 3.3942
H 1.6888 -0.8136 1.1531
H 3.4410 -0.7695 1.1207
H -2.0025 0.5682 -3.6523
H -0.9077 -1.4858 -4.4708
```

As for the spin multiplicity: 1. The orbital gap comes out at 9.036 eV. Its total energy is -1076.069604 Eh. The energy above the lowest of the compared OMol25 structures with the same formula, charge and spin comes out at 0.957 eV.

---

2.
Formula: C5H7F
Source: the OMol25 dataset
Level of theory: ωB97M-V/def2-TZVPD

The geometry in XYZ format:
```
13
Properties=species:S:1:pos:R:3
C 1.7979 0.4379 0.3274
C 0.8825 1.0406 -0.4004
C -2.3332 0.9049 0.2607
C -1.0238 0.4079 -0.0730
C -0.8440 -1.0440 -0.2917
F -3.3470 0.0744 0.4628
H 1.4702 -0.0001 1.2128
H 2.7747 0.9406 0.2534
H 1.0223 1.5451 -1.3525
H -2.7220 2.0107 0.3309
H 0.0373 -1.3874 0.1647
H -0.8390 -1.2589 -1.3727
H -1.6758 -1.5869 0.0858
```

As for the spin multiplicity: 1. The orbital gap comes out at 9.958 eV. Its total energy is -294.404596 Eh. The energy above the lowest of the compared OMol25 structures with the same formula, charge and spin comes out at 4.054 eV.

---

3.
Formula: C6H25NO6
Source: the OMol25 dataset
Level of theory: ωB97M-V/def2-TZVPD

The geometry in XYZ format:
```
38
Properties=species:S:1:pos:R:3
C 1.3679 -0.6182 2.5457
C 0.4989 -1.8731 2.1216
C -0.0670 -1.5429 0.7519
C 1.0418 -1.2279 -0.3530
C 0.8565 -2.1821 -1.5327
N 0.8506 0.2311 -0.5705
C 1.8026 1.2953 -0.3002
O 2.2410 1.9290 -1.4890
H 1.4410 -0.7586 3.6135
H 2.2758 -0.5374 1.9610
H 0.7259 0.2360 2.3770
H 1.1545 -2.7468 2.0335
H -0.2031 -1.9905 2.9468
H -0.6559 -0.5769 0.7541
H -0.7795 -2.2333 0.2922
H 2.0165 -1.5205 0.0526
H 1.2785 -1.7784 -2.4506
H -0.1746 -2.4776 -1.7689
H 1.2340 -3.1745 -1.2762
H 0.3343 0.4071 -1.4278
H 2.6337 0.8811 0.2845
H 1.1747 2.0198 0.2302
H 2.6124 1.2679 -2.0791
O -1.0006 1.7691 2.8801
H -0.8137 1.8058 1.9209
H -0.9676 2.7442 2.8904
O -2.7508 -1.1488 2.2021
H -2.5692 -0.7333 1.3485
H -2.4497 -0.4211 2.7663
O -1.8265 -0.0131 -2.4501
H -1.6671 0.4773 -3.2645
H -2.7554 -0.2579 -2.4251
O -0.0573 1.9879 -3.2184
H 0.6593 1.4105 -3.4868
H 0.4613 2.5732 -2.6431
O -2.7886 2.2667 -0.7077
H -2.8851 2.9287 -1.3974
H -2.2494 1.5823 -1.1319
```

As for the spin multiplicity: 1. The orbital gap comes out at 8.757 eV. Its total energy is -749.733563 Eh. The energy above the lowest of the compared OMol25 structures with the same formula, charge and spin comes out at 2.469 eV.

---

4.
Formula: C24H34N5O4S2
Source: the OMol25 dataset
Level of theory: ωB97M-V/def2-TZVPD

The geometry in XYZ format:
```
69
Properties=species:S:1:pos:R:3
C 0.6441 3.0763 -1.0848
C -0.7504 3.5929 -1.3671
N -0.9896 4.4002 -2.3099
C -1.9248 3.1444 -0.5171
C -2.4419 1.8100 -1.0063
C -2.0261 0.5808 -0.5606
C -1.0840 0.5018 0.6232
N -1.7273 1.0874 1.8476
C -2.5044 -0.6376 -1.1593
C -1.8984 -1.9454 -0.7061
C -0.4135 -2.0742 -1.0924
C -0.2361 -2.1350 -2.6170
O 0.1097 -3.2468 -0.4840
C 1.1232 -2.9876 0.4608
C 2.3541 -2.3438 -0.1279
C 2.9106 -2.8023 -1.3133
C 4.0240 -2.1737 -1.8388
C 4.5900 -1.0823 -1.1970
C 4.0584 -0.6275 -0.0051
C 2.9331 -1.2589 0.5209
C -3.4879 -0.6053 -2.1232
S -4.2278 -2.0821 -2.8245
C -4.9115 -2.9514 -1.4085
O -3.2343 -2.8984 -3.4746
O -5.3514 -1.7260 -3.6402
C -3.9608 0.6558 -2.5936
N -4.8645 0.9163 -3.5361
S -5.0051 2.4881 -3.6639
N -3.9449 2.9701 -2.5476
C -3.4336 1.8590 -2.0316
H 0.8206 3.0409 -0.0098
H 0.7973 2.0945 -1.5211
H 1.3464 3.7893 -1.5005
H -0.1300 4.6314 -2.8073
H -2.7027 3.8741 -0.7012
H -1.6872 3.1372 0.5376
H -0.8310 -0.5206 0.8560
H -0.1879 1.0770 0.4392
H -2.4464 0.4305 2.1383
H -1.0272 1.0155 2.5794
H -2.0471 -2.0504 0.3722
H -2.3772 -2.7958 -1.1654
H 0.0988 -1.1789 -0.7572
H -1.1618 -2.3306 -3.1420
H 0.4339 -2.9593 -2.8348
H 0.2538 -1.2417 -2.9909
H 1.4061 -3.9580 0.8661
H 0.7446 -2.4022 1.3049
H 2.4663 -3.6457 -1.8155
H 4.4457 -2.5193 -2.7675
H 5.4470 -0.6105 -1.6528
H 4.4772 0.2119 0.5288
H 2.4927 -0.9093 1.4457
H -4.3379 -3.8546 -1.2380
H -4.8775 -2.3143 -0.5346
H -5.9201 -3.2304 -1.6835
C 1.7583 1.7962 5.7498
C 2.2049 1.6260 4.3423
O 1.5754 1.2564 3.4110
N 3.6477 1.9977 4.0257
C 4.4556 0.8033 3.5761
H 0.6861 1.6337 5.7943
H 2.2642 1.0727 6.3943
H 1.9851 2.8054 6.1015
H 4.0954 2.4864 4.8018
H 3.5684 2.6192 3.2154
H 4.4684 0.0668 4.3744
H 5.4643 1.1490 3.3678
H 4.0011 0.4017 2.6769
```

As for the spin multiplicity: 1. The orbital gap comes out at 6.322 eV. Its total energy is -2305.718838 Eh. As for the charge: +1. The energy above the lowest of the compared OMol25 structures with the same formula, charge and spin comes out at 0.000 eV.

---

5.
Formula: C27H34N3O7Ti
Source: the OMol25 dataset
Level of theory: ωB97M-V/def2-TZVPD

The geometry in XYZ format:
```
72
Properties=species:S:1:pos:R:3
Ti 0.3843 -0.3927 0.2302
C 1.1502 -1.7968 1.9803
C 1.7082 -0.7604 2.7481
C 2.8894 -0.3186 2.1180
C 3.0766 -1.0837 0.9591
C 2.0035 -1.9996 0.8473
H 0.3471 -2.4424 2.2910
H 1.2823 -0.3692 3.6602
H 3.5265 0.4878 2.4556
H 3.8919 -0.9898 0.2556
H 1.9834 -2.8620 0.2035
C 3.7048 2.5856 -4.8855
O 3.6917 3.4995 -3.8035
C 3.0718 3.1104 -2.6636
C 2.9382 4.1023 -1.6818
C 2.3118 3.7969 -0.5029
C 1.7805 2.5174 -0.2321
C 0.9981 2.2974 0.9469
C 0.8478 3.3341 2.0111
O 0.3499 1.1912 1.1400
C 1.9637 1.5203 -1.2216
O 1.5086 0.2918 -1.0441
C 2.5994 1.8344 -2.4327
H 4.1176 3.1207 -5.7360
H 2.6953 2.2445 -5.1248
H 4.3328 1.7182 -4.6679
H 3.3284 5.0936 -1.8747
H 2.1991 4.5769 0.2402
H 1.8227 3.6719 2.3728
H 0.2949 2.9057 2.8443
H 0.3040 4.2144 1.6498
H 2.7178 1.0382 -3.1535
C -0.4132 -3.3270 -1.2824
N -0.0446 -1.9768 -1.7337
C 1.1172 -2.0821 -2.6156
C -1.1967 -1.4115 -2.4621
C -1.1134 0.0796 -2.7180
N -1.2840 0.8994 -1.5147
C -1.0183 2.2994 -1.8591
C -2.6647 0.8333 -1.0213
H -0.6436 -3.9687 -2.1424
H -1.2880 -3.2790 -0.6415
H 0.4150 -3.7732 -0.7360
H 0.8885 -2.7255 -3.4751
H 1.9539 -2.5103 -2.0649
H 1.4231 -1.1025 -2.9695
H -2.0881 -1.6464 -1.8857
H -1.2912 -1.9161 -3.4327
H -1.8839 0.3376 -3.4603
H -0.1482 0.3371 -3.1579
H -1.7561 2.6611 -2.5878
H -0.0264 2.4186 -2.2872
H -1.0893 2.9180 -0.9639
H -3.3520 1.2678 -1.7609
H -2.7441 1.4023 -0.0942
H -2.9696 -0.1845 -0.8208
O -2.9811 -2.3171 0.2672
C -2.3361 -1.6947 1.0709
O -1.2237 -1.0221 0.6892
C -2.6067 -1.6627 2.5272
C -2.0214 -0.6797 3.3445
C -2.3164 -0.6959 4.7078
C -3.1419 -1.6580 5.2614
C -3.7165 -2.6508 4.4337
C -3.4425 -2.6328 3.0492
N -4.5280 -3.6222 4.9713
O -5.0361 -4.5084 4.1973
O -4.7400 -3.6127 6.2359
H -1.3707 0.0702 2.9192
H -1.8853 0.0624 5.3534
H -3.3673 -1.6834 6.3165
H -3.8909 -3.3808 2.4138
```

As for the expectation value of S²: 2.0441. As for the spin multiplicity: 3. The orbital gap (alpha / beta) comes out at 3.626 / 6.555 eV. Its total energy is -2589.691617 Eh. As for the charge: -1.

---

6.
Formula: C5H7N3
Source: the OMol25 dataset
Level of theory: ωB97M-V/def2-TZVPD

The geometry in XYZ format:
```
15
Properties=species:S:1:pos:R:3
C -1.5982 -0.2113 -0.0466
C -1.5037 1.2475 -0.0633
C 0.4159 0.2706 -0.1736
C 1.9489 0.1506 -0.0923
C 2.8097 -0.8599 0.0053
H -2.3131 -2.0759 -0.5517
H -3.1824 -1.2461 1.2431
H -2.1473 2.0809 0.3258
H 0.3552 2.2602 -0.1118
H 2.3855 1.1692 -0.3164
H 2.3339 -1.7555 0.0991
H 3.8739 -0.7342 0.0629
N -2.8174 -1.0348 -0.2287
N -0.2049 1.4802 -0.0743
N -0.3559 -0.7417 -0.0775
```

As for the spin multiplicity: 1. The orbital gap comes out at 8.336 eV. Its total energy is -358.838569 Eh. The energy above the lowest of the compared OMol25 structures with the same formula, charge and spin comes out at 4.893 eV.

---

7.
Formula: C4H6N3
Source: the OMol25 dataset
Level of theory: ωB97M-V/def2-TZVPD

The geometry in XYZ format:
```
13
Properties=species:S:1:pos:R:3
C -1.7968 0.1446 -0.2000
C -0.6429 -0.7653 0.1549
C 0.7100 -0.2946 0.0609
N 1.7904 -1.0865 0.0020
N 2.7972 -0.3670 -0.1664
N 2.6375 0.8829 0.0644
C 1.3810 1.1623 0.0510
H -1.4879 1.0874 -0.6433
H -2.4836 -0.3654 -0.8758
H -2.3925 0.3626 0.6908
H -0.7851 -1.2094 1.1601
H -0.6728 -1.6857 -0.4597
H 0.9457 2.1341 0.1609
```

As for the spin multiplicity: 1. The orbital gap (alpha / beta) comes out at 7.069 / 7.638 eV. Its total energy is -319.804322 Eh. As for the charge: +1. The energy above the lowest of the compared OMol25 structures with the same formula, charge and spin comes out at 6.185 eV.

---

8.
Formula: C5H11ClFN
Source: the OMol25 dataset
Level of theory: ωB97M-V/def2-TZVPD

The geometry in XYZ format:
```
19
Properties=species:S:1:pos:R:3
C -1.3862 -2.8382 0.1735
C -1.4417 -1.3263 -0.0940
C -0.0703 -0.6313 -0.2380
Cl 1.0133 -0.9120 1.1633
C -0.2160 0.8820 -0.4135
N -0.6500 1.6262 0.7518
C 1.0459 1.4914 -1.0682
F 0.7286 2.7455 -1.5070
H -0.9657 -3.0071 1.1926
H -0.8290 -3.3806 -0.5649
H -2.4477 -3.1672 0.1228
H -1.9489 -0.8045 0.7425
H -1.9528 -1.0849 -1.0302
H 0.4749 -0.9837 -1.1740
H -0.9649 1.0846 -1.2129
H 0.0515 1.6399 1.4440
H -1.4887 1.1826 1.1384
H 1.8797 1.5944 -0.3994
H 1.3675 0.8721 -1.8921
```

As for the spin multiplicity: 1. The orbital gap comes out at 10.510 eV. Its total energy is -811.919483 Eh. The energy above the lowest of the compared OMol25 structures with the same formula, charge and spin comes out at 0.078 eV.

---

9.
Formula: C53H74NO30
Source: the OMol25 dataset
Level of theory: ωB97M-V/def2-TZVPD

The geometry in XYZ format:
```
158
Properties=species:S:1:pos:R:3
C 4.7586 -3.3437 -3.4634
C 3.3521 -3.2792 -2.9068
C 2.9800 -3.9647 -1.7739
C 1.6865 -3.9238 -1.2863
C 0.7619 -3.1593 -1.9604
C 1.1230 -2.4724 -3.0964
C 0.0234 -1.6806 -3.7795
N -0.2815 -0.4510 -3.0072
C 0.7236 0.4230 -2.8719
C 0.5852 1.5895 -2.2016
C -0.6574 1.8827 -1.6261
C -0.8709 3.1751 -0.8416
O -1.4603 4.1263 -1.2889
O -0.2968 3.1641 0.3965
C -1.6756 0.9634 -1.7880
C -1.4878 -0.2248 -2.4669
C -2.6211 -1.2186 -2.6359
C -3.7073 -1.2561 -1.5200
C -3.8166 -2.7134 -0.9765
O -4.9683 -0.9577 -2.1344
C 2.4166 -2.5034 -3.5738
H 4.7381 -3.0434 -4.5197
H 5.4737 -2.6933 -2.9481
H 5.1559 -4.3670 -3.4659
H 3.6924 -4.5672 -1.2104
H 1.3680 -4.4497 -0.3906
H -0.2701 -3.0999 -1.6278
H -0.8482 -2.3173 -3.9116
H 0.3471 -1.3931 -4.7882
H 1.6920 0.1997 -3.3333
H 1.4072 2.2941 -2.1183
H -0.2753 2.2455 0.7052
H -2.6333 1.2065 -1.3361
H -3.0879 -1.0479 -3.6169
H -2.2136 -2.2360 -2.6931
H -3.5098 -0.6187 -0.6561
H -4.8105 -2.8538 -0.5335
H -3.6877 -3.4365 -1.7869
H -3.0922 -2.8165 -0.1586
H -5.1404 -1.7211 -2.6993
H 2.6626 -1.9195 -4.4601
C -0.6885 -9.1568 -1.6882
C -1.2187 -8.0500 -2.5639
C -0.2049 -7.4963 -3.5302
O -0.6844 -6.1521 -3.7158
C -1.3408 -5.8126 -2.5857
O -1.6949 -4.7022 -2.3164
O -1.5475 -6.8798 -1.7922
H -1.4339 -9.4453 -0.9471
H -0.4285 -10.0320 -2.2829
H 0.1948 -8.8278 -1.1369
H -2.1267 -8.3769 -3.0726
H -0.1765 -8.0340 -4.4748
H 0.8049 -7.4485 -3.1151
C 3.5664 -2.4249 3.2022
C 2.8596 -3.6821 2.7635
C 2.9269 -4.8141 3.7553
O 2.8108 -5.9627 2.9038
C 3.3121 -5.6099 1.6944
O 3.5524 -6.3724 0.8134
O 3.5034 -4.2686 1.6181
H 3.5624 -1.6859 2.4020
H 3.0860 -1.9906 4.0778
H 4.6126 -2.6275 3.4381
H 1.8257 -3.4531 2.4854
H 2.1202 -4.7893 4.4847
H 3.8832 -4.8689 4.2805
C 8.0264 -0.2805 -4.9956
C 6.6731 0.1616 -5.4934
C 6.5974 1.6163 -5.8628
O 5.2026 1.9068 -5.6512
C 4.7720 1.0585 -4.6945
O 3.7235 1.1554 -4.1284
O 5.6780 0.0849 -4.4520
H 7.9865 -1.3155 -4.6532
H 8.7752 -0.1992 -5.7826
H 8.3436 0.3233 -4.1446
H 6.3464 -0.4801 -6.3174
H 6.8805 1.8043 -6.8957
H 7.1871 2.2617 -5.2127
C -7.8084 -8.1938 -1.9423
C -6.3926 -8.6614 -1.7172
C -5.3739 -8.0021 -2.6093
O -4.3500 -9.0040 -2.6845
C -4.9622 -10.2101 -2.5127
O -4.4436 -11.2574 -2.7182
O -6.2360 -10.0462 -2.0806
H -8.5026 -8.7765 -1.3369
H -7.9145 -7.1405 -1.6823
H -8.1033 -8.3337 -2.9840
H -6.1248 -8.5590 -0.6624
H -4.9823 -7.0766 -2.1901
H -5.7430 -7.8109 -3.6207
C -0.6242 3.6802 4.4201
C 0.7881 3.2426 4.7200
C 1.8339 3.9301 3.8908
O 2.8849 2.9501 3.8610
C 2.2987 1.7377 3.9888
O 2.8514 0.6986 3.8023
O 0.9952 1.8615 4.3538
H -1.3380 3.0770 4.9827
H -0.7687 4.7251 4.6780
H -0.8580 3.5410 3.3617
H 0.9963 3.3416 5.7876
H 2.1794 4.8575 4.3351
H 1.5141 4.1220 2.8620
C 8.3092 5.8709 -8.5144
C 8.1038 5.4910 -7.0689
C 8.9301 6.2888 -6.0934
O 9.0696 5.3705 -5.0010
C 9.0002 4.1236 -5.5210
O 9.2813 3.1288 -4.9282
O 8.5713 4.1546 -6.8087
H 7.7594 5.1941 -9.1688
H 7.9707 6.8901 -8.7004
H 9.3616 5.7921 -8.7911
H 7.0401 5.5290 -6.8158
H 8.4399 7.2044 -5.7706
H 9.9270 6.5295 -6.4699
C -1.7319 9.9242 5.1564
C -1.5948 8.4389 5.3782
C -1.7386 7.9890 6.8161
O -0.9397 6.7882 6.8191
C 0.0062 6.9358 5.8699
O 0.9554 6.2207 5.7470
O -0.2558 7.9969 5.0758
H -1.5161 10.1731 4.1159
H -2.7337 10.2609 5.3976
H -1.0168 10.4763 5.7686
H -2.2828 7.8969 4.7225
H -2.7591 7.7757 7.0972
H -1.3097 8.6894 7.5347
C -4.0179 -5.8600 4.4755
C -4.2694 -5.2767 3.1068
C -5.4679 -4.3679 3.0308
O -5.8595 -4.4971 1.6566
C -5.4595 -5.7356 1.2539
O -5.7972 -6.2548 0.2385
O -4.6285 -6.2979 2.1649
H -3.2007 -6.5804 4.4384
H -3.7641 -5.0779 5.1914
H -4.8963 -6.3973 4.8360
H -3.3670 -4.7805 2.7360
H -5.2309 -3.3331 3.2694
H -6.2996 -4.6983 3.6574
C -7.3886 12.5088 8.0519
C -5.9685 12.0731 8.3144
C -4.9377 12.7755 7.4697
O -3.8888 11.7980 7.4093
C -4.4747 10.5841 7.5373
O -3.9230 9.5473 7.3275
O -5.7628 10.7013 7.9286
H -8.0867 11.8958 8.6217
H -7.5322 13.5532 8.3285
H -7.6453 12.3836 6.9987
H -5.7380 12.1590 9.3798
H -4.5809 13.7011 7.9153
H -5.2799 12.9763 6.4517
```

As for the spin multiplicity: 1. The orbital gap comes out at 7.877 eV. Its total energy is -4375.913069 Eh. As for the charge: +1.